Entry 1:
Computed, not measured: 2 unconnected molecules or ions with the total composition CHCl2NOS in a non-equilibrium geometry, with the ωB97M-V functional and the def2-TZVPD basis.

- lowest unoccupied orbital energy (Ha) = -0.013
- Kohn-Sham gap (eV) = 8.9
- SMILES string = ClSCl.N=C=O
- energy above the lowest of the compared OMol25 structures with the same formula, charge and spin (kcal/mol) = 12.3
- E_tot (eV) = -40470.2423

The geometry in ORCA input format:
```
! RIJCOSX wB97M-V def2-TZVPD def2/J DEFGRID3
* xyz 0 1
Cl 1.46 1.36 -2.09
Cl -0.74 2.36 -0.36
S 1.30 2.62 -0.59
O -1.83 -0.90 -0.06
N 0.05 -1.65 1.12
C -0.98 -1.44 0.55
H 0.74 -2.35 1.42
*
```

Entry 2:
Computed, not measured: a molecular structure, C24H37Cl2N7PrS4 in a non-equilibrium geometry, with the ωB97M-V functional and the def2-TZVPD basis.

- lowest unoccupied orbital energy (alpha / beta) (Ha) = -0.075 / -0.075
- Kohn-Sham gap (alpha / beta) (eV) = 7.0 / 7.0
- energy above the lowest of the compared OMol25 structures with the same formula, charge and spin (kcal/mol) = 5.9
- E_tot (eV) = -118370.3628
- expectation value of S² = 2.01

The geometry in ORCA input format:
```
! RIJCOSX wB97M-V def2-TZVPD def2/J DEFGRID3
* xyz 1 3
Pr -0.41 -0.31 -0.68
Cl -1.36 0.45 -3.12
Cl -0.28 4.54 0.24
S 0.76 -2.70 0.81
S 1.76 -1.48 -2.41
S 1.20 0.38 2.28
S 3.24 0.84 -0.32
N -4.58 0.46 1.35
N -2.95 -4.07 -2.31
N -2.16 0.39 1.14
N -1.59 -2.49 -1.64
N -3.24 2.08 2.53
N -0.08 1.77 -0.80
N -3.24 -0.22 3.24
C -3.47 0.20 0.47
C 2.77 -2.41 -1.18
C 2.92 -0.13 -2.86
C -4.48 -0.43 2.51
C -2.61 4.26 -3.02
C -3.01 -3.58 0.11
C -0.88 2.54 -1.48
C 1.77 -2.35 2.29
C 2.49 2.22 0.62
C -4.49 1.85 1.82
C -2.51 -3.35 -1.26
C -3.17 1.18 3.67
C 2.29 1.83 2.07
C -2.26 -3.67 -3.42
C -1.93 4.74 -1.90
C 1.95 -3.41 -0.39
C -2.14 1.80 1.63
C 2.73 1.15 -2.06
C -2.42 2.94 -3.41
C -1.11 3.93 -1.17
C -2.14 -0.48 2.34
C 2.43 -0.99 2.36
C -1.41 -2.70 -2.99
C -1.60 2.14 -2.66
H -4.51 -1.46 2.16
H 3.36 1.93 -2.48
H 1.67 1.46 -2.05
H -4.54 2.51 0.95
H -2.06 5.77 -1.60
H -2.23 1.34 4.19
H 3.26 -1.68 -0.54
H -4.00 1.39 4.34
H -3.53 0.88 -0.39
H 3.93 -0.52 -2.73
H 2.95 -0.90 3.32
H -2.29 -3.23 0.85
H -2.91 2.55 -4.28
H -1.20 -0.31 2.88
H -3.15 -4.65 0.27
H -1.19 1.99 2.15
H -5.33 2.06 2.48
H 3.14 3.09 0.55
H -3.98 -3.10 0.27
H 1.77 2.64 2.58
H -2.40 -4.12 -4.38
H 1.34 -4.02 -1.06
H -3.55 -0.84 0.11
H -2.19 -1.53 2.03
H 2.61 -4.07 0.18
H 2.74 0.06 -3.92
H -0.70 -2.15 -3.58
H 3.14 -0.84 1.55
H 2.53 -3.14 2.34
H 1.08 -2.48 3.13
H -3.69 -4.76 -2.29
H 1.50 2.41 0.15
H 3.22 1.61 2.58
H -2.21 2.48 0.77
H -3.26 4.91 -3.58
H 3.53 -2.96 -1.75
H -5.33 -0.25 3.17
*
```

Entry 3:
Computed, not measured: 4 unconnected molecules or ions with the total composition H12N4 in a non-equilibrium geometry, with the ωB97M-V functional and the def2-TZVPD basis.

- lowest unoccupied orbital energy (Ha) = 0.033
- Kohn-Sham gap (eV) = 10.5
- SMILES string = N.N.N.N
- energy above the lowest of the compared OMol25 structures with the same formula, charge and spin (kcal/mol) = 0.4
- E_tot (eV) = -6155.2631

The geometry in ORCA input format:
```
! RIJCOSX wB97M-V def2-TZVPD def2/J DEFGRID3
* xyz 0 1
N -0.76 1.90 -2.32
N 1.21 2.66 1.23
N -1.73 -3.21 0.13
N 1.23 -1.33 1.16
H -2.18 -3.13 -0.76
H 0.50 -1.96 0.84
H 0.38 2.29 1.65
H 1.74 3.33 1.77
H 1.98 -1.33 0.49
H -1.09 2.80 -2.67
H -2.40 -3.08 0.87
H -1.28 -4.10 0.26
H 0.82 -0.41 1.25
H -0.30 1.57 -3.17
H 0.03 2.06 -1.71
H 1.88 1.94 0.98
*
```

Entry 4:
Computed, not measured: a molecular structure, C34H32NP2PtS2, with the ωB97M-V functional and the def2-TZVPD basis.

- lowest unoccupied orbital energy (alpha / beta) (Ha) = -0.067 / -0.197
- Kohn-Sham gap (alpha / beta) (eV) = 8.2 / 5.5
- E_tot (eV) = -80753.7977
- expectation value of S² = 6.02

The geometry in ORCA input format:
```
! RIJCOSX wB97M-V def2-TZVPD def2/J DEFGRID3
* xyz 1 5
Pt -1.08 0.91 1.76
S -1.35 3.18 0.58
S -1.56 -2.20 0.35
P -0.03 2.20 -0.58
P -0.30 -1.07 -0.73
N -1.61 -3.01 3.68
C 2.48 2.03 0.62
C 1.67 2.72 -0.28
C 1.58 -3.12 -0.60
C -1.47 -0.71 5.78
C 2.45 -0.93 -1.09
C -1.88 -0.96 -5.01
C -1.80 3.14 -4.12
C 3.77 2.49 0.87
C -2.35 1.52 5.72
C 2.14 3.87 -0.91
C -1.55 2.98 -2.76
C -0.88 -1.00 -2.42
C 3.43 4.33 -0.65
C -1.59 0.47 3.68
C -0.33 2.46 -2.33
C -2.67 -0.49 -3.96
C -2.01 0.38 6.44
C -2.13 1.57 4.35
C 3.93 -2.82 -0.99
C 3.73 -1.45 -1.18
C 2.86 -3.65 -0.70
C -3.00 -2.77 3.37
C -0.71 -1.89 3.72
C -0.19 0.53 -0.02
C 0.64 2.09 -3.27
C -0.83 2.78 -5.04
C -0.61 -1.44 -4.77
C -2.17 -0.51 -2.66
C 4.24 3.64 0.24
C 1.37 -1.76 -0.80
C -1.05 -4.29 3.33
C 0.38 2.25 -4.62
C -1.27 -0.67 4.40
C -0.10 -1.46 -3.48
H -1.74 -5.09 3.56
H -3.59 -3.66 3.58
H -2.28 -0.95 -6.02
H 4.93 -3.23 -1.06
H -1.21 -1.60 6.34
H 4.40 1.96 1.57
H -2.78 -0.17 -1.84
H 4.57 -0.81 -1.40
H -2.17 0.35 7.52
H -3.38 -1.91 3.91
H -2.78 2.38 6.23
H -0.55 -1.69 2.63
H 1.51 4.41 -1.60
H -3.66 -0.12 -4.15
H -0.10 -4.44 3.84
H 5.24 3.99 0.44
H -2.30 3.26 -2.03
H 0.90 -1.83 -3.30
H -2.74 3.56 -4.45
H 3.02 -4.71 -0.55
H -1.03 2.91 -6.10
H 0.73 -3.76 -0.38
H 1.59 1.71 -2.95
H -0.87 -4.27 2.24
H 2.11 1.15 1.12
H 1.13 1.97 -5.35
H 0.25 -2.22 4.13
H 3.79 5.22 -1.14
H 2.30 0.14 -1.24
H 0.00 -1.81 -5.59
H -2.41 2.47 3.80
H -3.05 -2.55 2.29
*
```

Entry 5:
Computed, not measured: a gas-phase ion, CH6N3O (charge +1) in a non-equilibrium geometry, with the ωB97M-V functional and the def2-TZVPD basis.

- lowest unoccupied orbital energy (Ha) = -0.136
- Kohn-Sham gap (eV) = 11.1
- SMILES string = NC(=[NH2+])NO
- energy above the lowest of the compared OMol25 structures with the same formula, charge and spin (kcal/mol) = 24.2
- E_tot (eV) = -7643.5356

The geometry in ORCA input format:
```
! RIJCOSX wB97M-V def2-TZVPD def2/J DEFGRID3
* xyz 1 1
O 1.65 -0.90 0.53
N -0.70 -0.17 1.23
N -1.20 0.73 -1.01
N 0.92 -0.33 -0.52
C -0.43 0.18 -0.05
H -2.08 1.16 -1.05
H 1.48 0.38 -1.10
H 2.20 -1.56 0.00
H -0.59 0.99 -1.76
H 0.06 -0.64 1.74
H -1.31 0.16 1.98
*
```

Entry 6:
Computed, not measured: CH5NO3S in the gas phase in a non-equilibrium geometry, with the ωB97M-V functional and the def2-TZVPD basis.

- lowest unoccupied orbital energy (Ha) = 0.027
- Kohn-Sham gap (eV) = 11.0
- SMILES string = CS(=O)(=O)NO
- energy above the lowest of the compared OMol25 structures with the same formula, charge and spin (kcal/mol) = 84.9
- E_tot (eV) = -19582.6507

The geometry in ORCA input format:
```
! RIJCOSX wB97M-V def2-TZVPD def2/J DEFGRID3
* xyz 0 1
S 1.02 0.47 -0.03
O -1.26 1.70 0.11
O 2.27 0.40 0.63
O 0.96 1.04 -1.33
N -0.26 1.45 0.96
C 0.37 -1.20 -0.23
H -0.61 -0.92 -0.41
H 0.97 -1.78 -0.97
H 0.19 2.24 1.33
H -0.99 1.79 -0.80
H 0.42 -1.54 0.82
*
```

Entry 7:
Computed, not measured: 2 unconnected molecules or ions with the total composition C2H2BO3 in a non-equilibrium geometry, with the ωB97M-V functional and the def2-TZVPD basis.

- lowest unoccupied orbital energy (Ha) = 0.123
- Kohn-Sham gap (eV) = 6.6
- energy above the lowest of the compared OMol25 structures with the same formula, charge and spin (kcal/mol) = 68.5
- E_tot (eV) = -8923.4547

The geometry in ORCA input format:
```
! RIJCOSX wB97M-V def2-TZVPD def2/J DEFGRID3
* xyz -1 1
O 1.54 -0.96 1.27
O 1.75 -1.09 -0.98
O 0.65 1.90 0.01
C 1.38 -0.59 0.11
C 0.50 0.69 0.05
B -1.66 0.06 -0.10
H -1.97 0.55 -1.13
H -2.19 -0.57 0.76
*
```

Entry 8:
Computed, not measured: a molecular structure, C46H40Cl2FeN2O7 in a non-equilibrium geometry, with the ωB97M-V functional and the def2-TZVPD basis.

- lowest unoccupied orbital energy (alpha / beta) (Ha) = 0.155 / 0.155
- Kohn-Sham gap (alpha / beta) (eV) = 6.1 / 6.1
- energy above the lowest of the compared OMol25 structures with the same formula, charge and spin (kcal/mol) = 27.1
- E_tot (eV) = -125098.8435
- expectation value of S² = 6.02

The geometry in ORCA input format:
```
! RIJCOSX wB97M-V def2-TZVPD def2/J DEFGRID3
* xyz -2 5
Fe 1.99 0.06 -0.63
Cl 4.14 -6.10 -1.77
Cl 2.70 -3.54 -1.96
O 2.79 2.26 -0.68
O 0.57 -1.53 -1.04
O 3.75 -0.98 -0.65
O 0.43 1.13 -0.26
O 2.09 4.47 -1.60
O -2.89 -1.38 0.07
O -3.15 0.68 -0.86
N 2.56 1.85 1.58
N 2.94 0.61 1.26
C -4.14 0.27 1.33
C 4.67 -2.26 2.65
C 3.34 -0.28 2.13
C -2.13 -2.20 -2.75
C 0.53 6.39 1.06
C 1.36 4.34 1.98
C -0.29 2.19 -2.80
C -1.38 2.16 0.88
C 2.42 2.63 0.51
C -2.28 3.08 3.36
C -0.42 -4.61 2.79
C 4.09 -1.40 1.71
C -1.85 -4.05 -4.26
C -1.57 -0.87 -0.08
C -1.48 -4.72 1.91
C 1.83 3.94 0.73
C 0.72 5.55 2.15
C 5.57 -3.25 2.29
C -1.27 3.94 -1.50
C -3.01 3.32 2.21
C -0.84 1.60 -0.44
C -1.75 0.41 -0.91
C -0.63 -2.00 -0.65
C 4.35 -1.62 0.30
C 0.57 -3.67 2.56
C -2.44 -2.84 -3.94
C -3.78 -0.30 -0.05
C -1.55 -3.91 0.79
C -0.83 2.62 -1.59
C 5.32 -2.59 -0.02
C -0.83 4.28 -3.84
C -1.10 2.36 3.27
C 1.64 4.81 -0.38
C -0.56 -2.97 0.55
C -0.66 1.91 2.04
C -0.30 3.00 -3.92
C -5.06 -0.78 -0.75
C -0.96 -4.62 -3.36
C 3.33 -4.82 -0.88
C 0.99 6.02 -0.19
C -1.21 -2.74 -1.86
C 5.93 -3.38 0.95
C -0.64 -3.97 -2.19
C -2.57 2.86 0.98
C -1.28 4.75 -2.62
C 0.50 -2.85 1.44
H -0.85 4.91 -4.72
H 4.43 -2.11 3.69
H -3.14 -2.38 -4.63
H -1.57 4.35 -0.56
H -4.72 1.18 1.21
H -3.19 3.02 0.11
H -1.64 5.77 -2.54
H 6.67 -4.11 0.66
H 0.01 7.34 1.20
H -5.77 0.03 -0.81
H -3.95 3.86 2.29
H -0.37 -5.25 3.67
H -2.62 3.45 4.32
H -1.47 0.22 -1.95
H -1.16 -0.59 0.91
H 1.50 3.68 2.81
H -3.23 0.51 1.88
H 5.99 -3.90 3.04
H -2.26 -5.45 2.09
H -2.64 -1.28 -2.53
H -0.51 -5.58 -3.59
H -2.39 -3.99 0.12
H 1.27 -2.11 1.23
H -4.71 -0.46 1.90
H 0.28 1.38 1.95
H -2.09 -4.55 -5.20
H 0.36 5.84 3.13
H 0.17 1.21 -2.85
H 4.07 -4.36 -0.21
H -5.48 -1.61 -0.19
H 5.59 -2.71 -1.06
H 2.50 -5.28 -0.35
H 0.85 6.66 -1.05
H -0.52 2.14 4.15
H 3.18 -0.11 3.20
H 2.43 3.51 -1.46
H 0.06 -4.42 -1.51
H 0.10 2.64 -4.85
H -4.81 -1.12 -1.76
H 1.40 -3.57 3.24
*
```

Entry 9:
Computed, not measured: a molecular structure, C28H29As2BrN2NiO3, with the ωB97M-V functional and the def2-TZVPD basis.

- lowest unoccupied orbital energy (alpha / beta) (Ha) = 0.008 / -0.003
- Kohn-Sham gap (alpha / beta) (eV) = 5.4 / 7.2
- energy above the lowest of the compared OMol25 structures with the same formula, charge and spin (kcal/mol) = 13.8
- E_tot (eV) = -271391.7281
- expectation value of S² = 2.05

The geometry in ORCA input format:
```
! RIJCOSX wB97M-V def2-TZVPD def2/J DEFGRID3
* xyz 0 3
Br 2.45 -2.07 6.86
As -1.88 -0.74 -1.51
As -1.01 0.89 1.13
Ni 0.21 -0.75 -0.28
O -1.19 -3.80 -0.04
O -1.88 -2.75 1.78
O 0.33 -2.80 1.24
N 1.37 -0.03 -1.97
N 1.94 -0.28 0.62
C -1.80 3.30 -0.38
C 4.10 2.61 -0.35
C 0.33 -3.36 3.56
C 2.21 -1.44 4.11
C 2.32 -0.58 1.86
C 0.11 2.20 2.04
C 0.80 -3.25 4.85
C 2.55 1.85 -3.63
C 2.59 0.71 -0.06
C -2.14 1.19 -1.50
C 0.76 -2.52 2.55
C -2.74 3.26 -2.59
C -2.31 3.98 -1.49
C -0.07 -4.16 -0.87
C 2.27 0.84 -1.46
C -2.36 -1.20 -3.35
C 3.81 2.72 -1.68
C 1.67 0.93 -4.13
C -2.60 0.95 2.27
C -1.72 1.91 -0.38
C -3.51 -1.39 -0.65
C -2.66 1.88 -2.60
C 1.76 -2.26 5.10
C 1.09 0.00 -3.25
C 3.51 1.62 0.46
C 1.73 -1.51 2.77
C -0.98 -3.09 1.07
C 2.89 1.83 -2.26
H -2.89 1.98 2.46
H -2.17 -2.26 -3.49
H -3.42 0.43 1.77
H -2.39 0.43 3.21
H 4.80 3.29 0.11
H -0.40 -4.13 3.33
H 0.64 1.68 2.84
H -0.48 3.01 2.46
H 3.77 1.60 1.51
H -0.49 -4.73 -1.69
H 3.19 -0.08 2.27
H -3.41 -1.00 -3.53
H 3.00 2.59 -4.27
H 1.40 0.91 -5.18
H 2.96 -0.69 4.34
H 0.39 -0.74 -3.62
H 4.28 3.48 -2.30
H 0.64 -4.76 -0.31
H 0.42 -3.26 -1.25
H -3.67 -2.41 -0.98
H -2.99 1.34 -3.47
H -2.36 5.06 -1.48
H 0.45 -3.90 5.64
H 0.85 2.59 1.34
H -1.76 -0.64 -4.06
H -3.38 -1.40 0.43
H -4.36 -0.77 -0.93
H -1.47 3.87 0.48
H -3.13 3.78 -3.46
*
```

Entry 10:
Computed, not measured: 3 unconnected molecules or ions with the total composition C4H15NO2 in a non-equilibrium geometry, with the ωB97M-V functional and the def2-TZVPD basis.

- lowest unoccupied orbital energy (Ha) = 0.029
- Kohn-Sham gap (eV) = 10.3
- SMILES string = CCNCC.O.O
- energy above the lowest of the compared OMol25 structures with the same formula, charge and spin (kcal/mol) = 42.1
- E_tot (eV) = -9975.2616

The geometry in ORCA input format:
```
! RIJCOSX wB97M-V def2-TZVPD def2/J DEFGRID3
* xyz 0 1
O -1.75 -1.10 1.03
O 0.84 -2.55 1.36
N -0.13 0.56 -0.41
C 0.57 1.04 0.83
C -0.01 -0.35 -2.65
C 0.78 0.36 -1.54
C -0.39 1.68 1.87
H -0.53 -1.16 -2.20
H 0.65 -3.27 0.79
H 1.47 1.72 0.63
H 0.12 1.79 2.90
H 1.70 -0.21 -1.27
H -1.41 -1.98 0.80
H -0.72 1.35 -0.62
H 0.75 -0.54 -3.35
H -0.74 0.17 -3.24
H 1.08 1.35 -1.97
H -1.28 -0.40 0.61
H -0.05 -2.18 1.60
H 1.12 0.04 1.25
H -1.20 1.02 2.02
H -0.85 2.66 1.58
*
```

Entry 11:
Computed, not measured: C4H7NO in the gas phase, with the ωB97M-V functional and the def2-TZVPD basis.

- lowest unoccupied orbital energy (Ha) = 0.037
- Kohn-Sham gap (eV) = 10.5
- SMILES string = C[C@H]1COC=N1
- energy above the lowest of the compared OMol25 structures with the same formula, charge and spin (kcal/mol) = 33.9
- E_tot (eV) = -7798.1733

The geometry in ORCA input format:
```
! RIJCOSX wB97M-V def2-TZVPD def2/J DEFGRID3
* xyz 0 1
O 1.60 0.92 0.48
N 0.79 -0.92 -0.57
C 1.70 -0.37 0.11
C -1.36 -0.86 0.28
C 0.32 1.35 -0.03
C -0.35 -0.01 -0.54
H -1.90 -1.57 -0.37
H -0.18 1.88 0.78
H -0.89 -1.53 1.03
H -0.77 0.19 -1.54
H -2.08 -0.25 0.78
H 0.53 2.07 -0.84
H 2.59 -0.88 0.45
*
```

Entry 12:
Computed, not measured: 9 unconnected molecules or ions with the total composition C5H27N2O9 in a non-equilibrium geometry, with the ωB97M-V functional and the def2-TZVPD basis.

- lowest unoccupied orbital energy (Ha) = -0.079
- Kohn-Sham gap (eV) = 10.0
- energy above the lowest of the compared OMol25 structures with the same formula, charge and spin (kcal/mol) = 27.5
- E_tot (eV) = -27024.8613

The geometry in ORCA input format:
```
! RIJCOSX wB97M-V def2-TZVPD def2/J DEFGRID3
* xyz 1 1
O 2.30 2.06 -1.57
O -3.36 -1.29 0.54
O -2.05 -2.85 2.27
O -1.47 -1.81 -3.17
O -0.25 1.24 -1.96
O -1.19 2.93 1.79
O 2.44 -2.52 0.14
O -2.74 1.31 0.32
O 3.38 -0.38 -1.15
N -0.50 -2.02 -0.48
N 2.38 3.02 0.83
C 0.10 -0.03 0.90
C 0.04 -0.65 -0.53
C 1.87 1.69 1.25
C -0.78 0.28 -1.45
C 0.67 1.33 0.80
H -0.97 -1.77 -3.96
H -2.98 -1.86 1.28
H 1.65 3.74 1.04
H 0.05 2.07 0.23
H -1.41 -1.98 0.01
H -1.12 -3.02 1.98
H -4.22 -1.63 0.28
H -2.34 -2.11 -3.40
H -1.76 2.36 1.30
H -0.59 -2.41 -1.37
H 1.40 1.84 -1.77
H 2.75 -3.41 -0.09
H -1.77 0.08 -1.61
H -3.56 1.76 -0.01
H 0.69 -0.71 1.56
H 2.79 1.13 -1.44
H 2.51 2.97 -0.26
H 3.29 3.29 1.28
H 3.01 -1.12 -0.68
H 1.08 -0.71 -0.91
H -1.73 3.54 2.30
H -1.97 -2.81 3.24
H 2.58 1.11 1.86
H 1.42 -2.55 0.15
H 4.26 -0.54 -1.34
H -0.96 0.03 1.40
H -2.98 0.41 0.42
*
```